No. 1
Density functional theory data (ωB97M-V/def2-TZVPD) for C36H80F6N7Na2O12S6 as an isolated structure.

Geometry as ORCA input:
```
! RIJCOSX wB97M-V def2-TZVPD def2/J DEFGRID3
* xyz 4 2
Na 6.15172 17.22646 5.45754
Na 5.35937 14.27136 4.89682
C 12.97953 21.43843 -2.12031
C 12.49891 20.60357 -0.88030
C 10.94647 20.36090 -0.73607
N 10.39765 19.51142 0.40291
C 8.82312 19.58551 0.16304
C 8.12796 18.91311 1.36205
C 8.47091 19.57838 2.68578
C 10.08976 19.51402 2.90035
C 10.87085 20.13672 1.70822
C 10.76421 18.01136 0.11050
H 14.01488 21.74651 -2.26603
H 12.39771 22.35965 -2.08965
H 12.76300 20.80897 -2.98344
H 12.64641 21.16492 0.04232
H 12.97437 19.62523 -0.95018
H 10.55901 19.91368 -1.65148
H 10.30602 21.23900 -0.65334
H 8.46714 20.61560 0.14591
H 8.49707 19.13197 -0.77296
H 7.06188 19.00152 1.15284
H 8.28136 17.83447 1.39526
H 8.21877 20.63785 2.64048
H 7.98708 19.11341 3.54474
H 10.47271 20.06441 3.75973
H 10.29368 18.44529 2.96607
H 10.83118 21.21873 1.58264
H 11.92932 19.87647 1.71298
H 10.71850 17.78796 -0.95538
H 10.24804 17.37026 0.82511
H 11.84661 17.93406 0.21311
C 7.53428 12.60085 10.55789
C 6.62613 13.74924 10.87518
C 5.19738 13.38331 11.23888
N 4.23809 14.59596 11.55190
C 2.80356 14.00905 11.72138
C 2.18900 13.66411 10.28988
C 2.18853 14.85579 9.37264
C 3.61343 15.44112 9.17351
C 4.28754 15.77302 10.53484
C 4.70848 15.19079 12.93841
H 8.59797 12.83345 10.50729
H 7.27092 12.16813 9.59275
H 7.38405 11.76950 11.24664
H 6.59683 14.53894 10.12444
H 7.02965 14.11982 11.81748
H 5.15203 12.76969 12.13861
H 4.69392 12.81622 10.45590
H 3.01629 13.13495 12.33685
H 2.17793 14.69728 12.28974
H 2.69027 12.83276 9.79423
H 1.14964 13.36302 10.42094
H 1.73347 14.55336 8.42948
H 1.51516 15.59560 9.80549
H 4.29488 14.72216 8.71872
H 3.64975 16.25311 8.44725
H 5.31571 16.12669 10.45806
H 3.72044 16.59395 10.97368
H 4.17600 16.12781 13.10142
H 5.78626 15.35127 12.91143
H 4.45107 14.34654 13.57800
C 6.50421 5.74787 7.00330
C 7.65751 6.56623 7.69468
C 7.64872 8.10370 7.58881
N 8.61196 8.82214 8.54174
C 10.01091 8.26053 8.35179
C 10.67485 8.55540 6.93977
C 10.77418 10.06691 6.76244
C 9.40151 10.67751 6.79243
C 8.66393 10.38779 8.12834
C 8.34651 8.73934 10.04769
H 6.77662 4.69307 7.03930
H 6.29527 5.98787 5.96078
H 5.60890 6.08160 7.52784
H 8.53915 6.10699 7.24758
H 7.52350 6.28723 8.73981
H 6.67640 8.58873 7.67510
H 7.89968 8.28524 6.54374
H 9.95947 7.18076 8.21198
H 10.62740 8.58371 9.19060
H 10.10993 8.03671 6.16521
H 11.67132 8.13595 6.80119
H 11.28715 10.41904 5.86747
H 11.36439 10.43659 7.60095
H 8.75885 10.25821 6.01830
H 9.50271 11.75321 6.64849
H 7.62612 10.70084 8.24257
H 9.27749 10.84127 8.90680
H 8.37616 7.69439 10.35640
H 7.32423 9.04552 10.26972
H 8.98239 9.44781 10.57857
C 12.60396 19.13586 5.90457
C 12.66179 17.73205 6.57400
C 13.83816 16.90172 6.02851
N 13.87196 15.39019 6.43763
C 12.58473 14.63006 5.88837
C 12.75064 13.10011 5.92440
C 14.06102 12.63225 5.29962
C 15.30744 13.37164 5.82202
C 15.21034 14.90051 5.86346
C 13.83095 15.28649 8.01920
H 12.32412 19.97314 6.54391
H 11.85851 19.02247 5.11746
H 13.57485 19.40828 5.49073
H 11.78329 17.20540 6.20121
H 12.65813 17.84743 7.65787
H 14.83095 17.30122 6.23557
H 13.74898 16.73915 4.95440
H 12.52375 14.92968 4.84213
H 11.62422 14.86998 6.34439
H 11.85707 12.63571 5.50732
H 12.77976 12.75905 6.95926
H 13.88282 12.80193 4.23775
H 14.28234 11.58371 5.49880
H 16.24007 13.08332 5.33708
H 15.41197 13.02273 6.84937
H 15.29638 15.16778 4.81024
H 16.00382 15.46019 6.35867
H 14.13368 14.30831 8.39287
H 12.79872 15.41202 8.34609
H 14.60567 16.01348 8.26288
N 6.76556 19.35405 6.18183
S 8.14324 19.59428 6.72662
O 8.26781 19.93680 8.15946
O 9.10078 20.25230 5.84943
F 8.64263 18.10787 6.62853
S 6.36372 20.94304 5.90585
O 6.48406 21.36664 4.56508
O 6.56061 21.92998 6.93443
F 4.72694 20.72861 5.98867
N 7.48819 15.29777 5.26455
S 7.94257 14.46095 6.64607
O 9.14452 14.86222 7.35649
O 7.40365 13.12444 6.78213
F 6.81991 15.29400 7.54757
S 8.89139 15.17430 4.64134
O 9.37474 13.88382 4.29261
O 9.88842 16.16268 4.97914
F 8.36879 15.65464 3.14546
N 4.21660 16.32738 4.14561
S 2.72104 17.10380 4.43717
O 1.49274 16.35516 4.14673
O 2.65094 18.51805 4.14173
F 2.73694 17.14470 6.06732
S 4.50816 16.84245 2.79368
O 5.33102 18.07785 2.78942
O 3.60672 16.53951 1.68948
F 5.59996 15.72367 2.50887
*
```

Orbital gap (spin up / spin down) ... 8.75 / 3.99 eV
LUMO level (spin up / spin down) ... -9.3 / -14.0 eV

Mulliken population analysis, charges in e, atoms 1 to 2: Na 1.345; Na 0.992


No. 2
Density functional theory data (ωB97M-V/def2-TZVPD) for a 9-piece molecular cluster, C36H83F9N4O9PS overall.

Geometry as ORCA input:
```
! RIJCOSX wB97M-V def2-TZVPD def2/J DEFGRID3
* xyz 1 1
C -2.72408 4.09366 -1.40949
C -4.06440 3.33721 -1.06401
N -4.99188 3.31451 -1.95465
C -4.34721 2.64783 0.32206
C -3.40898 1.39750 0.66134
P -3.01991 1.63183 2.48911
N -2.34882 3.02313 2.85570
C -4.39449 0.13562 0.68650
N -3.38526 -0.99686 0.73332
C -2.44725 -0.65359 -0.38045
N -3.25149 -0.90159 -1.62709
C -3.26759 -2.11966 -1.90317
O -3.46780 -3.25727 -1.89768
C -2.24978 0.96463 -0.35526
C -0.86065 1.47736 0.27041
C 0.17000 1.54458 -0.91082
C 1.59300 2.11295 -0.61265
F 2.59036 1.28771 -1.14090
F 1.70063 3.28008 -1.40764
C 1.93153 2.60131 0.84452
F 1.04776 3.54069 1.35277
F 3.11056 3.33379 0.71127
S 2.28015 1.31623 2.15017
F 3.81130 1.13747 1.49736
F 1.74622 0.05306 1.27365
F 0.85648 1.53876 2.93034
F 2.91962 2.50252 3.10525
F 2.68336 0.24934 3.32416
H -2.25541 4.56608 -0.50587
H -2.93585 4.83653 -2.22485
H -2.04252 3.31805 -1.85960
H -5.81686 2.81750 -1.59173
H -4.27979 3.43438 1.13735
H -5.41425 2.27023 0.37227
H -2.17062 0.55472 2.89259
H -4.28007 1.58577 3.18796
H -1.43343 2.80799 3.28274
H -5.17415 0.07595 -0.12432
H -4.89297 0.03397 1.69995
H -3.84559 -1.91895 0.72788
H -2.79915 -1.05394 1.58190
H -1.47980 -1.21903 -0.43259
H -2.36558 1.20185 -1.46032
H -1.09752 2.52025 0.64030
H -0.62379 0.75691 1.09460
H 0.30870 0.48577 -1.29834
H -0.28607 2.10260 -1.78202
C 7.49218 -0.48192 -0.10221
C 7.12433 -1.53082 0.93586
C 5.95075 -2.38004 0.47138
O 6.78946 -0.88792 2.16389
H 6.65465 0.20026 -0.27997
H 8.32818 0.12719 0.24813
H 7.77126 -0.94569 -1.05117
H 7.98668 -2.17192 1.13180
H 5.06141 -1.76120 0.31287
H 5.69016 -3.12152 1.23005
H 6.18368 -2.90060 -0.46054
H 6.02719 -0.31768 2.00238
C -1.37364 1.86958 -6.19653
C -0.93497 1.46660 -4.79859
C -0.31077 0.07931 -4.79282
O -2.06454 1.48476 -3.92097
H -2.12910 1.17790 -6.58192
H -1.82939 2.86181 -6.18413
H -0.52821 1.88206 -6.88722
H -0.21557 2.19483 -4.41497
H -1.03065 -0.67278 -5.13113
H -0.00960 -0.20277 -3.77998
H 0.56634 0.03796 -5.44141
H -2.70792 0.84482 -4.25113
C -5.24007 -4.26953 3.50258
C -4.08500 -4.30892 2.51587
C -3.16191 -5.48419 2.78846
O -3.33791 -3.08386 2.60512
H -4.87322 -4.15565 4.52684
H -5.88922 -3.41345 3.30157
H -5.83738 -5.18085 3.44608
H -4.47488 -4.37709 1.49615
H -2.72447 -5.41147 3.78861
H -2.33104 -5.49336 2.07908
H -3.69747 -6.43168 2.71069
H -2.98836 -3.01435 3.50339
C -6.95884 -0.05609 -5.18484
C -6.29319 -0.66031 -3.95931
C -6.49270 -2.16820 -3.90671
O -6.83939 -0.06758 -2.77777
H -8.03799 -0.23474 -5.16929
H -6.81711 1.02665 -5.20312
H -6.54920 -0.47775 -6.10519
H -5.22385 -0.43122 -3.97182
H -7.55533 -2.42024 -3.84750
H -6.01848 -2.58665 -3.01487
H -6.06889 -2.65355 -4.78850
H -7.78465 -0.26434 -2.75733
C 0.63072 -4.70504 -3.42904
C 0.28973 -5.75961 -2.38869
C -0.87897 -6.62349 -2.83693
O -0.03808 -5.12008 -1.15407
H -0.21943 -4.03233 -3.59465
H 1.46275 -4.08648 -3.08979
H 0.90324 -5.16294 -4.38058
H 1.16264 -6.38972 -2.20531
H -1.77876 -6.01672 -2.98241
H -1.12032 -7.36911 -2.07583
H -0.65223 -7.14001 -3.77185
H -0.80970 -4.56019 -1.30662
C -0.22222 5.29981 4.70853
C 0.29668 4.80584 6.04907
C 1.73055 5.25114 6.28699
O 0.22934 3.37819 6.08702
H 0.37812 4.89561 3.88607
H -1.24882 4.96229 4.54733
H -0.19992 6.39028 4.65224
H -0.34228 5.18205 6.85101
H 2.39758 4.84655 5.51843
H 2.09328 4.87947 7.24774
H 1.81197 6.34004 6.28070
H 0.79289 3.03756 5.38079
C 4.58721 -4.50967 -6.72143
C 4.12896 -3.74620 -5.48878
C 5.30309 -3.09810 -4.77135
O 3.45994 -4.63860 -4.59700
H 5.27675 -5.31369 -6.44713
H 3.73617 -4.97853 -7.22046
H 5.08809 -3.84872 -7.43205
H 3.40714 -2.97877 -5.77934
H 6.01681 -3.85452 -4.43119
H 4.96121 -2.56234 -3.88251
H 5.82543 -2.39493 -5.42369
H 4.08935 -5.32191 -4.33335
C 5.57031 3.48219 7.48362
C 5.62791 4.91927 6.98859
C 7.05185 5.33243 6.64989
O 5.10755 5.78815 7.99334
H 6.16286 3.36055 8.39537
H 4.54369 3.20368 7.73337
H 5.94680 2.78841 6.72825
H 4.99391 5.02874 6.10529
H 7.69469 5.27361 7.53340
H 7.07870 6.36905 6.30693
H 7.47341 4.69505 5.86926
H 5.66139 5.69849 8.77890
*
```

Orbital gap ... 8.22 eV
LUMO level ... -3.0 eV

Mulliken population analysis, charges in e, atoms 1 to 2: C -0.506; C 0.593


No. 3
Density functional theory data (ωB97M-V/def2-TZVPD) for a 12-piece molecular cluster, C36H84N12O21 overall.

Geometry as ORCA input:
```
! RIJCOSX wB97M-V def2-TZVPD def2/J DEFGRID3
* xyz 0 1
C 1.06530 1.12752 -2.02910
C 0.75054 0.79497 -0.56167
C 1.32363 -0.59562 -0.16053
C 1.43248 1.85658 0.37586
C 0.80637 3.26194 0.37288
C -0.65166 3.13519 0.84281
C -1.48414 2.15438 -0.12190
C -2.81040 2.00281 0.72860
C -1.76703 2.92558 -1.45746
N -0.70046 0.84114 -0.26845
O -1.49479 -0.03686 -1.03481
H 2.09228 0.93915 -2.34204
H 0.47977 0.43782 -2.63703
H 0.81667 2.16249 -2.26388
H 1.35707 -1.32489 -0.96993
H 2.36257 -0.47328 0.14568
H 0.64562 -1.03272 0.57250
H 1.30416 1.40377 1.35902
H 2.47258 1.89023 0.05160
H 1.42750 3.88149 1.01976
H 0.78650 3.72149 -0.61532
H -1.04627 4.15122 0.85007
H -0.64075 2.77002 1.86975
H -2.67349 1.20451 1.45804
H -3.74099 1.69403 0.25241
H -3.04808 2.89707 1.30471
H -2.11848 2.26135 -2.24700
H -0.79579 3.33157 -1.74024
H -2.50890 3.72082 -1.38448
H -1.76260 -0.68085 -0.37514
C 1.98482 -6.68402 2.28953
C 1.73994 -5.21871 2.08498
C 0.24944 -4.86877 1.81641
C 2.17871 -4.59662 3.45260
C 3.72879 -4.37884 3.63800
C 4.32404 -3.69115 2.39832
C 3.99249 -4.37826 1.05493
C 4.36431 -3.31918 -0.05168
C 4.87063 -5.63049 0.83926
N 2.58886 -4.71288 0.98353
O 2.22802 -5.30000 -0.25714
H 1.46080 -7.02188 3.18360
H 1.55965 -7.35496 1.54309
H 3.04381 -6.89561 2.43745
H -0.21994 -5.23082 0.90169
H -0.39653 -5.13044 2.65448
H 0.14899 -3.78493 1.75882
H 1.62368 -3.66859 3.58977
H 1.90312 -5.24262 4.28616
H 3.82168 -3.74975 4.52329
H 4.24217 -5.31239 3.86827
H 5.35973 -3.37295 2.51750
H 3.78493 -2.74395 2.38165
H 3.72270 -2.44024 0.01077
H 4.30227 -3.69930 -1.07137
H 5.38201 -2.94185 0.04834
H 5.80519 -5.42754 0.31628
H 4.33754 -6.41742 0.30573
H 5.29998 -6.02411 1.76059
H 1.60111 -4.69132 -0.65476
C -0.87302 -4.71110 -3.84797
C 0.07288 -3.71198 -3.12038
C -0.44707 -3.55638 -1.69140
C 1.51419 -4.27787 -3.13372
C 2.11669 -4.24612 -4.63294
C 2.04731 -2.80517 -5.07270
C 0.71224 -2.10722 -5.03928
C 1.02131 -0.62134 -5.17574
C -0.09287 -2.52240 -6.23224
N -0.02901 -2.37159 -3.79588
O -1.24976 -1.75849 -3.64122
H -1.03534 -5.62311 -3.27353
H -1.85077 -4.26749 -4.03580
H -0.50235 -4.98231 -4.83648
H -1.39561 -3.01946 -1.70066
H -0.63880 -4.56121 -1.31505
H 0.18164 -3.01969 -0.98093
H 2.17700 -3.64244 -2.54633
H 1.50460 -5.28355 -2.71348
H 3.15112 -4.57389 -4.73604
H 1.54090 -4.84015 -5.34266
H 2.46599 -2.73794 -6.07684
H 2.80778 -2.19849 -4.58104
H 0.14768 0.02828 -5.12213
H 1.54506 -0.29950 -6.07585
H 1.61215 -0.16102 -4.38382
H -0.30138 -3.59227 -6.23556
H 0.29791 -2.17703 -7.18938
H -1.07079 -2.04430 -6.28875
H -1.18731 -1.14498 -2.90548
C -0.14512 -0.08219 3.10088
N -0.57523 1.12643 3.83820
O 0.40750 1.76225 4.28733
O -1.76503 1.37337 3.88757
H -0.38808 0.19011 2.07379
H -0.76830 -0.86661 3.53035
H 0.90996 -0.33982 3.19320
C -0.93989 4.75549 -5.03890
N -2.40138 4.56776 -4.72532
O -3.08693 4.03826 -5.59711
O -2.75613 4.96531 -3.66067
H -0.54919 4.37705 -5.98348
H -0.41748 4.23251 -4.23786
H -0.75190 5.82858 -5.07416
C 5.97995 0.04955 -2.28226
N 4.93370 1.08692 -2.33020
O 4.46366 1.39983 -3.44858
O 4.62836 1.59572 -1.23589
H 5.73222 -0.59059 -1.43553
H 6.89383 0.62808 -2.14718
H 5.83001 -0.52562 -3.19592
C -4.21575 -3.05570 2.50766
N -3.52409 -1.85933 1.98263
O -4.15598 -0.80952 1.88976
O -2.42882 -2.02473 1.53695
H -4.87810 -2.58703 3.23548
H -3.48086 -3.73190 2.94445
H -4.82697 -3.50722 1.72623
C -6.55154 3.49904 -0.78412
N -6.49838 2.25820 0.05725
O -6.45326 1.14201 -0.48757
O -6.43152 2.44938 1.29141
H -7.47257 3.35770 -1.34966
H -5.65180 3.39573 -1.39066
H -6.52658 4.36955 -0.12861
C 2.45805 4.46009 4.06000
N 3.79456 4.50887 3.43448
O 3.86926 5.00941 2.30672
O 4.71285 4.27950 4.23653
H 2.54301 3.74573 4.87888
H 1.64994 4.22515 3.36728
H 2.18236 5.44800 4.42894
C 0.34438 7.55285 1.30767
N -0.51624 7.49853 2.50888
O -0.37360 6.45064 3.20623
O -1.16497 8.45891 2.85488
H 1.36560 7.29127 1.58480
H 0.28850 8.58290 0.95555
H -0.13484 6.92180 0.55917
C -4.81666 1.87054 3.80368
N -6.21040 2.26776 4.33391
O -6.65207 1.45601 5.06603
O -6.65140 3.36271 3.93609
H -4.25324 1.72507 4.72536
H -4.33424 2.70024 3.28698
H -4.97223 0.97791 3.19779
C -4.63214 6.38555 4.48069
N -3.97606 5.82767 3.21030
O -4.33998 6.32652 2.13513
O -3.18198 4.95890 3.40002
H -4.21435 7.39092 4.53343
H -4.35645 5.74813 5.32080
H -5.72047 6.43666 4.44878
*
```

SMILES ... CC1(C)CCCC(C)(C)N1O.CC1(C)CCCC(C)(C)N1O.CC1(C)CCCC(C)(C)N1O.C[N+](=O)[O-].C[N+](=O)[O-].C[N+](=O)[O-].C[N+](=O)[O-].C[N+](=O)[O-].C[N+](=O)[O-].C[N+](=O)[O-].C[N+](=O)[O-].C[N+](=O)[O-]
Orbital gap ... 7.60 eV
LUMO level ... -0.3 eV

Mulliken population analysis, charges in e, atoms 1 to 2: C -1.090; C 2.154